(1)
96
Properties=species:S:1:pos:R:3:lowdin_charge:R:1 method="wB97M-V/def2-TZVPD" gap_ha=0.2578 de_lowest_kj_mol=0.0 e_homo_ev=-12.71 lumo_energy_ev=-5.70 charge=+2
In 14.745 16.596 10.820 0.74
Se 13.452 20.387 17.376 1.21
Ge 11.140 12.068 10.801 1.07
S 15.119 18.353 9.124 0.71
F 12.529 16.362 9.270 0.00
F 10.411 16.522 7.742 0.11
F 12.070 20.407 5.709 0.18
F 10.191 18.446 5.860 0.17
F 14.356 20.171 7.070 0.09
N 15.768 17.584 12.419 0.01
N 14.850 20.259 16.322 -0.22
N 13.686 11.091 12.196 0.14
N 13.114 16.983 12.270 0.05
N 11.483 11.644 12.744 -0.02
N 12.425 19.338 16.363 -0.20
N 14.877 14.612 12.647 0.03
N 15.479 13.633 12.152 0.11
C 11.330 10.379 9.944 -0.34
C 16.750 19.438 14.197 0.07
C 11.269 18.393 6.612 -0.17
C 17.569 18.932 13.182 0.02
C 12.219 19.360 6.468 -0.14
C 12.738 11.296 13.154 -0.34
C 15.212 14.658 8.608 -0.11
C 14.788 14.695 16.831 -0.07
C 10.927 16.928 13.243 -0.02
C 6.982 13.995 9.677 -0.07
C 12.009 11.229 15.431 -0.04
C 12.532 17.373 8.337 -0.20
C 13.158 19.019 15.339 -0.36
C 8.178 14.508 9.271 -0.07
C 10.718 11.547 15.039 -0.04
C 13.575 18.257 8.203 -0.48
C 12.200 10.305 8.861 -0.14
C 12.671 18.109 14.279 -0.07
C 12.318 9.198 8.064 -0.06
C 9.412 12.850 10.531 -0.32
C 9.390 13.968 9.700 -0.12
C 13.560 17.701 13.322 -0.14
C 13.041 11.176 14.519 0.01
C 10.476 11.750 13.681 -0.06
C 8.161 12.341 10.951 -0.11
C 13.695 14.921 14.722 -0.05
C 11.592 8.092 8.476 -0.08
C 15.236 14.750 9.988 -0.22
C 10.895 8.003 9.650 -0.05
C 15.722 12.384 10.144 -0.06
C 11.838 16.600 12.232 -0.08
C 16.071 14.350 14.807 -0.01
C 10.790 9.187 10.402 -0.09
C 14.919 14.630 14.101 -0.26
C 15.436 13.607 10.702 -0.31
C 16.002 14.437 16.202 -0.05
C 6.970 12.915 10.535 -0.07
C 11.314 17.716 14.289 0.04
C 14.492 19.490 15.295 -0.31
C 15.429 19.037 14.256 -0.07
C 13.396 19.256 7.248 -0.22
C 17.030 17.996 12.321 -0.08
C 13.652 15.003 16.099 -0.08
C 15.432 13.436 8.046 -0.04
C 15.000 18.063 13.388 -0.13
C 11.403 17.411 7.524 -0.13
C 15.666 12.274 8.798 -0.05
H 15.070 15.521 8.015 0.08
H 12.632 11.182 8.410 0.09
H 12.792 15.056 14.136 0.10
H 6.059 12.409 10.865 0.12
H 13.413 10.573 11.321 0.11
H 18.561 19.335 13.054 0.13
H 16.946 14.009 14.236 0.12
H 9.877 16.510 13.226 0.15
H 8.144 11.483 11.671 0.11
H 15.965 11.529 10.778 0.11
H 10.590 18.016 15.076 0.15
H 12.928 9.092 7.187 0.12
H 15.419 13.360 7.037 0.08
H 14.570 10.735 12.588 0.13
H 15.880 11.344 8.337 0.11
H 14.002 10.915 14.913 0.12
H 17.112 20.171 14.911 0.14
H 9.885 11.688 15.761 0.13
H 11.527 16.104 11.347 0.10
H 14.728 14.710 17.921 0.12
H 12.244 11.128 16.486 0.13
H 6.003 14.431 9.443 0.13
H 10.357 7.124 9.928 0.11
H 10.278 14.481 9.311 0.08
H 10.182 9.215 11.318 0.11
H 12.726 15.191 16.638 0.11
H 8.178 15.402 8.669 0.11
H 9.502 11.996 13.317 0.09
H 17.650 17.644 11.483 0.14
H 16.787 14.234 16.861 0.09
H 12.217 13.029 10.541 0.01
H 11.632 7.174 7.872 0.12



(2)
9
Properties=species:S:1:pos:R:3:lowdin_charge:R:1 method="wB97M-V/def2-TZVPD" gap_ha=0.2868 de_lowest_kj_mol=305.1 e_homo_ev=-3.09 lumo_energy_ev=4.71 charge=-1
O -0.719 -0.755 0.987 -0.16
N 0.171 1.134 -0.460 -0.09
N 0.492 -0.767 0.372 -0.16
N 1.423 -2.367 -1.149 0.01
N -0.819 1.494 0.273 -0.14
C 0.854 -1.645 -0.430 -0.53
H 0.065 0.659 -1.371 0.06
H -1.046 0.170 0.715 -0.04
H -0.421 2.076 1.063 0.06



(3)
18
Properties=species:S:1:pos:R:3:lowdin_charge:R:1 method="wB97M-V/def2-TZVPD" gap_ha=0.3176 de_lowest_kj_mol=103.9 e_homo_ev=-15.84 lumo_energy_ev=-7.19 charge=+2
N -2.420 -1.077 1.345 0.36
N -1.251 -1.919 3.281 0.26
N 0.920 1.772 -0.766 0.11
N 1.056 -0.086 -2.144 0.03
C 0.586 -0.488 -0.948 -0.10
C 1.263 1.345 -2.165 -0.07
C -1.928 -1.486 2.318 -0.14
C 0.441 0.534 -0.092 -0.07
H -0.884 -1.312 4.012 0.18
H -1.142 -2.928 3.424 0.19
H 2.299 1.599 -2.415 0.15
H 0.363 -1.523 -0.770 0.14
H 1.310 -0.677 -2.918 0.17
H 1.743 2.151 -0.280 0.19
H 0.203 2.508 -0.760 0.19
H -3.260 -0.836 0.848 0.16
H 0.593 1.832 -2.889 0.15
H 0.108 0.590 0.919 0.09



(4)
13
Properties=species:S:1:pos:R:3:lowdin_charge:R:1 method="wB97M-V/def2-TZVPD" gap_ha=0.3864 de_lowest_kj_mol=85.0 e_homo_ev=-9.46 lumo_energy_ev=1.06 charge=0 smiles="CC1=NCCO1"
O -0.124 -1.135 -0.031 -0.02
N 0.082 1.120 -0.043 0.09
C 2.136 -0.171 0.203 0.00
C -1.325 0.836 -0.323 -0.19
C 0.655 -0.012 0.054 -0.44
C -1.477 -0.633 0.057 -0.15
H -2.170 -1.185 -0.584 0.12
H -2.004 1.455 0.266 0.11
H 2.416 -0.898 0.970 0.08
H -1.794 -0.735 1.101 0.12
H 2.582 -0.490 -0.745 0.09
H 2.544 0.809 0.461 0.08
H -1.519 1.038 -1.386 0.11



(5)
43
Properties=species:S:1:pos:R:3:lowdin_charge:R:1 method="wB97M-V/def2-TZVPD" gap_ha=0.3166 e_homo_ev=-10.05 lumo_energy_ev=-1.43 charge=0
Br -0.366 -1.407 5.906 0.58
Br 0.525 4.456 9.571 0.56
Br -1.844 4.583 7.390 0.54
Br -2.417 -3.372 0.496 0.53
Br -0.457 0.420 -3.754 0.58
Br -0.573 -5.025 -10.713 0.56
Br -2.185 1.186 5.314 0.56
Br -1.380 -2.129 -5.496 0.53
Br -2.469 -3.911 -8.356 0.53
Br 0.349 -2.475 -8.971 0.54
Br 0.087 -4.660 2.063 0.55
Br 1.057 3.458 6.553 0.54
Br -3.275 -1.016 -3.139 0.55
Br -0.083 -4.866 -1.149 0.57
Br -1.600 -0.942 2.966 0.61
S 2.970 0.121 0.345 0.87
P 0.157 0.473 0.423 0.73
F 2.377 -1.399 0.958 -0.26
O 4.142 0.549 1.300 -0.33
O 3.540 -0.184 -1.065 -0.32
O -0.035 -0.637 -0.702 -0.52
N 1.697 1.367 0.327 -0.34
N 1.085 3.350 -1.160 -0.11
C -0.523 -3.808 0.424 -1.60
C 1.886 2.078 -0.994 -0.31
C -1.447 -1.254 -3.760 -1.58
C -0.249 3.641 7.983 -1.61
C -0.641 -4.149 -8.977 -1.60
C 0.620 3.932 0.156 -0.17
C -1.848 -0.679 4.878 -1.55
H -2.742 -1.241 5.164 -0.02
H -0.314 3.357 0.628 0.06
H 0.020 -2.862 0.334 -0.07
H -0.145 -4.816 -8.263 -0.02
H 1.547 1.329 -1.848 0.09
H 0.066 -0.231 1.709 -0.10
H -0.561 2.629 8.263 -0.03
H -0.951 -1.921 -3.046 -0.04
H 3.028 2.379 -1.119 0.16
H 0.313 3.248 -1.856 0.10
H 1.466 4.093 0.954 0.11
H -1.030 1.316 0.358 0.05
H 0.202 5.021 -0.093 0.10



(6)
96
Properties=species:S:1:pos:R:3:lowdin_charge:R:1 method="wB97M-V/def2-TZVPD" gap_ha=0.2263 de_lowest_kj_mol=0.0 e_homo_ev=-7.51 lumo_energy_ev=-1.35 charge=0
Ir 1.753 -0.685 0.474 1.20
Te -0.855 0.024 -2.666 2.08
Se 4.537 2.655 6.653 1.13
S 1.434 -2.889 1.281 0.70
O -0.223 2.345 -1.534 -0.15
O 3.067 -2.472 -5.704 0.18
O 0.320 -1.391 -4.994 0.06
O 4.485 -2.602 -3.086 0.16
O 2.725 -1.716 -1.043 -0.21
O -0.146 -1.786 -2.261 -0.34
N 0.122 -4.197 3.074 0.04
N 0.230 -1.852 3.472 0.11
N 3.380 -0.771 1.639 -0.10
N 2.975 2.772 5.801 -0.22
N 1.144 0.548 1.937 -0.06
N 5.181 1.427 5.532 -0.22
N 0.904 0.493 -0.822 -0.20
C 1.279 3.932 0.247 -0.03
C -0.275 2.120 3.002 -0.01
C 4.471 -1.504 1.426 -0.08
C 3.064 2.358 -0.052 -0.06
C -5.817 -0.678 -6.717 -0.05
C -0.030 1.168 2.019 -0.07
C -3.361 -1.476 -3.920 -0.27
C -1.829 1.834 -5.159 -0.07
C -3.202 -2.577 -2.911 -0.04
C 0.730 1.796 -0.912 -0.65
C -2.933 1.436 -1.233 -0.13
C -2.495 -0.384 -3.996 -0.29
C 2.125 4.756 0.975 -0.08
C 4.251 1.189 4.648 -0.33
C -0.974 -3.258 4.963 -0.03
C 3.448 4.386 1.183 -0.09
C 3.332 -2.335 -3.272 -0.24
C 2.609 -2.254 -4.622 -0.23
C 2.097 0.816 2.850 -0.14
C 1.198 -1.825 -4.265 -0.32
C -0.510 -2.013 4.574 -0.33
C -3.467 -0.143 0.944 -0.05
C -0.820 -0.779 5.367 -0.03
C -2.245 0.236 -1.068 -0.31
C 1.734 2.715 -0.251 -0.17
C -2.505 -0.587 0.030 -0.29
C -4.658 -0.578 -5.766 -0.26
C 5.577 -1.397 2.259 -0.01
C 0.507 -2.947 2.764 -0.77
C -1.823 -1.889 0.298 -0.06
C 4.408 0.229 3.560 -0.08
C 1.915 1.745 3.866 -0.08
C -2.697 0.611 -4.963 -0.30
C -0.610 -4.332 4.163 -0.14
C 0.700 2.423 3.929 0.02
C 3.333 0.075 2.692 -0.13
C 1.075 -1.935 -2.832 -0.29
C 5.555 -0.528 3.333 0.02
C 3.920 3.192 0.653 -0.08
C -3.781 0.493 -5.828 -0.02
C -4.428 -1.554 -4.805 -0.01
C 2.325 -1.946 -2.220 -0.27
C 3.021 1.940 4.797 -0.33
C -4.152 1.047 0.783 -0.08
C -3.887 1.846 -0.319 -0.07
H -3.495 -3.533 -3.345 0.09
H 4.434 -2.160 0.566 0.12
H -4.408 2.783 -0.465 0.11
H -2.715 2.084 -2.075 0.10
H 6.446 -2.003 2.049 0.12
H -5.480 -0.615 -7.753 0.08
H -3.932 1.262 -6.579 0.13
H 0.541 3.165 4.700 0.12
H -5.090 -2.411 -4.752 0.12
H -1.433 1.845 -6.175 0.09
H -6.349 -1.621 -6.594 0.07
H -0.765 0.908 1.270 0.11
H -1.465 -0.115 4.788 0.08
H 6.403 -0.426 3.996 0.12
H -3.847 -2.398 -2.046 0.09
H -2.424 2.740 -5.028 0.09
H -2.102 -2.263 1.284 0.08
H -1.575 -3.389 5.851 0.10
H -0.976 1.929 -4.490 0.03
H 0.250 4.210 0.058 0.12
H -0.925 -5.341 4.412 0.11
H -1.234 2.618 3.013 0.12
H 0.100 -0.230 5.577 0.07
H -1.315 -1.020 6.305 0.08
H 4.113 5.036 1.738 0.10
H -3.676 -0.772 1.803 0.11
H -6.528 0.134 -6.555 0.08
H -2.088 -2.647 -0.437 0.07
H 1.754 5.689 1.380 0.10
H 4.959 2.913 0.783 0.10
H 3.430 1.422 -0.458 0.10
H -2.178 -2.680 -2.563 0.05
H -4.894 1.348 1.513 0.10
H -0.743 -1.790 0.261 -0.01



(7)
101
Properties=species:S:1:pos:R:3:lowdin_charge:R:1 method="wB97M-V/def2-TZVPD" gap_ha=0.3213 de_lowest_kj_mol=0.0 e_homo_ev=-8.58 lumo_energy_ev=0.17 charge=0
Y -0.633 -0.346 0.357 1.53
Cl 1.558 -2.269 2.875 0.73
Cl 1.506 -5.302 3.458 0.67
Cl -1.845 -3.021 -1.256 0.74
Cl -1.957 -6.055 -0.606 0.68
Cl -0.646 1.177 -5.777 0.84
Cl -0.265 -7.206 1.750 0.68
O -3.642 0.819 -5.805 0.08
O -4.844 0.092 -4.094 0.13
O -4.455 -0.377 -1.609 0.08
O -2.776 -0.130 -0.164 -0.18
N -0.602 0.149 2.662 -0.01
N 0.464 2.709 1.248 0.03
N 1.756 -0.019 0.468 0.01
N 0.325 1.019 3.142 0.04
N -0.516 2.216 0.439 0.06
N -0.349 0.575 -3.214 -0.05
N 2.203 0.875 1.395 0.04
N -1.022 0.261 -2.089 0.08
C 3.539 0.766 1.524 -0.26
C -1.865 3.658 -2.528 -0.04
C 2.967 1.884 -2.249 -0.06
C 3.836 -2.647 -1.101 -0.02
C -2.902 3.705 -3.447 -0.07
C 1.254 1.776 5.338 -0.01
C 1.591 1.718 -2.311 -0.01
C -4.181 3.320 -3.070 -0.07
C -4.417 2.887 -1.773 -0.06
C 2.821 -0.697 0.031 -0.26
C -0.937 -3.638 0.123 -0.68
C -3.380 2.838 -0.852 -0.03
C -0.212 -2.728 0.871 -0.27
C 0.355 0.945 4.487 -0.26
C 1.616 4.865 1.788 -0.01
C -0.572 -0.002 4.887 0.04
C 3.972 -0.220 0.663 0.03
C -3.712 0.486 -4.649 -0.52
C -0.980 -5.010 0.350 -0.72
C -3.283 -0.144 -1.333 -0.61
C -1.932 -2.808 4.010 -0.04
C -1.150 -0.471 3.709 -0.26
C -1.200 0.690 -4.254 -0.58
C 2.637 -3.980 -2.701 -0.07
C 3.792 -3.718 -1.977 -0.07
C -3.156 -1.343 2.542 -0.05
C -0.216 -5.523 1.393 -0.71
C 1.532 -3.160 -2.540 -0.08
C -0.992 3.262 -0.245 -0.26
C 0.559 -3.301 1.874 -0.68
C -3.955 -2.406 2.144 -0.06
C -0.296 4.423 0.101 0.04
C -3.741 -3.668 2.678 -0.07
C -2.095 3.214 -1.226 -0.18
C -2.302 0.166 -2.433 -0.15
C 2.734 -1.808 -0.933 -0.15
C 0.574 -4.664 2.155 -0.72
C -2.741 -3.863 3.623 -0.07
C 1.884 0.026 -4.013 -0.04
C 1.068 0.784 -3.189 -0.22
C 3.796 1.130 -3.064 -0.07
C 4.358 1.595 2.455 -0.01
C 0.619 4.032 1.055 -0.26
C -2.124 -1.546 3.452 -0.18
C 3.255 0.207 -3.950 -0.06
C 1.588 -2.085 -1.668 -0.08
C -2.483 0.420 -3.803 -0.04
B 1.265 1.815 2.206 -0.52
H 1.438 4.848 2.863 0.08
H 1.956 2.506 2.886 0.11
H 0.704 -1.460 -1.605 0.04
H 2.596 -4.823 -3.378 0.11
H 1.451 -0.711 -4.676 0.12
H 0.931 2.297 -1.680 0.09
H 3.902 -0.388 -4.579 0.11
H 4.657 -4.357 -2.085 0.10
H 4.733 -2.473 -0.524 0.11
H -4.732 -2.244 1.408 0.11
H 0.617 -3.356 -3.084 0.10
H 1.092 2.841 5.170 0.09
H -3.326 -0.356 2.132 0.10
H -5.409 2.573 -1.478 0.12
H 4.989 -0.542 0.526 0.11
H -4.987 3.339 -3.792 0.12
H 1.059 1.560 6.386 0.08
H -4.734 -0.146 -3.127 0.05
H -4.352 -4.502 2.358 0.11
H -3.565 2.500 0.159 0.12
H -2.572 -4.849 4.038 0.11
H 2.303 1.563 5.136 0.07
H 3.385 2.601 -1.555 0.11
H -1.113 -2.967 4.702 0.12
H -0.866 3.965 -2.818 0.12
H -0.806 -0.300 5.893 0.12
H -2.712 4.030 -4.462 0.11
H 4.249 2.659 2.249 0.08
H 5.407 1.329 2.342 0.09
H 4.075 1.428 3.493 0.08
H -0.470 5.416 -0.275 0.12
H 1.546 5.895 1.445 0.08
H 4.869 1.257 -3.009 0.11
H 2.634 4.516 1.616 0.08



(8)
21
Properties=species:S:1:pos:R:3:lowdin_charge:R:1 method="wB97M-V/def2-TZVPD" gap_ha=0.3554 de_lowest_kj_mol=198.5 e_homo_ev=-8.62 lumo_energy_ev=1.05 charge=0 smiles=CC[C@@H](C)NCN
N 2.281 -1.284 -0.614 -0.03
N 0.189 0.131 -1.258 -0.04
C -0.371 -0.901 0.909 -0.09
C -1.283 1.437 0.326 -0.20
C -1.902 1.447 1.709 -0.11
C 1.103 -1.024 -1.571 -0.26
C -0.084 0.396 0.136 -0.41
H 2.457 -2.276 -0.378 0.07
H -2.106 1.174 -0.303 0.09
H 2.291 -0.657 0.157 0.02
H 1.563 -1.011 -2.575 0.09
H -1.186 -1.381 0.495 0.05
H -0.909 2.405 0.050 0.10
H 0.798 0.831 0.664 0.13
H -1.069 1.886 2.231 0.07
H 0.609 1.004 -1.592 0.11
H -2.010 0.425 2.197 0.08
H -2.734 2.051 1.810 0.04
H 0.423 -2.017 -1.682 0.13
H 0.451 -1.699 0.947 0.08
H -0.649 -0.803 2.024 0.09



(9)
6
Properties=species:S:1:pos:R:3:lowdin_charge:R:1 method="wB97M-V/def2-TZVPD" gap_ha=0.3752 de_lowest_kj_mol=174.4 e_homo_ev=-10.78 lumo_energy_ev=-0.57 charge=0
S -3.801 -1.029 -0.383 0.64
O 3.034 0.451 -0.443 0.18
N 0.999 0.720 0.642 0.17
C 1.993 0.497 0.013 -0.46
C -2.283 -1.010 -0.167 -0.59
H 0.058 0.370 0.338 0.05



(10)
88
Properties=species:S:1:pos:R:3:lowdin_charge:R:1 method="wB97M-V/def2-TZVPD" gap_ha="0.2567 / 0.1549" de_lowest_kj_mol=0.8 e_homo_ev="-10.28 / -10.38" lumo_energy_ev="-3.29 / -6.16" charge=+1 multiplicity=6
Ru -1.187 -0.526 -2.919 1.33
P 1.377 2.117 0.465 0.78
P 0.741 -2.355 -0.031 0.89
O -0.332 -1.457 3.696 0.01
O 3.772 -0.045 9.116 0.07
O 4.951 1.317 7.854 0.07
O 1.127 -0.360 2.340 0.06
N 4.029 0.480 8.008 -0.31
C -3.202 -0.625 -0.717 -0.23
C 3.238 0.121 6.878 -0.14
C -2.460 0.750 0.970 -0.18
C -3.770 -1.756 -1.481 -0.05
C 0.789 -1.350 -4.981 -0.17
C -0.475 1.247 -3.487 -0.30
C -3.061 0.701 -1.248 -0.25
C 0.713 -0.796 3.467 -0.55
C 1.750 3.549 -0.640 -0.32
C -2.588 1.542 -0.193 -0.18
C -2.812 -0.597 0.646 -0.15
C -0.600 -1.659 -4.461 -0.31
C 2.159 -0.782 7.015 0.03
C -1.735 -0.830 -4.805 -0.33
C 2.704 0.402 4.532 -0.01
C 1.601 -0.478 4.654 -0.10
C 1.496 -0.232 -4.187 -0.19
C 1.142 -3.500 1.345 -0.27
C 3.507 0.711 5.626 0.03
C -3.631 1.194 -2.522 -0.04
C 1.389 3.005 2.086 -0.30
C -0.446 -3.362 -1.017 -0.28
C 0.604 0.347 -3.120 -0.30
C -2.380 2.997 -0.307 -0.02
C 3.061 1.366 0.537 -0.31
C -2.815 -1.741 1.581 0.00
C -1.559 0.406 -5.656 -0.17
C 1.350 -1.062 5.916 0.01
C -0.788 1.538 -4.934 -0.17
C 2.220 -2.515 -1.115 -0.26
C -2.145 1.267 2.316 -0.02
H -1.554 2.185 2.258 0.06
H -1.063 0.178 -6.612 0.12
H -1.652 3.360 0.433 0.07
H -3.587 0.418 -3.301 0.06
H -0.815 -2.728 -4.389 0.11
H 2.067 -3.134 1.815 0.05
H 0.856 4.185 -0.685 0.03
H -3.363 -1.770 -2.512 0.05
H 3.011 0.510 1.220 0.00
H 1.959 -2.272 -2.154 0.02
H -2.572 0.770 -5.900 0.12
H -4.867 -1.664 -1.554 0.11
H 0.032 -4.258 -1.434 0.06
H 2.370 3.463 2.277 0.05
H 2.603 4.135 -0.271 0.04
H -2.681 -1.363 -4.952 0.11
H -3.739 -1.750 2.180 0.11
H 4.340 1.401 5.532 0.12
H 3.332 1.005 -0.462 0.03
H -2.777 -2.689 1.029 0.06
H -2.010 3.265 -1.306 0.07
H 2.936 0.857 3.571 0.09
H 0.786 -1.112 -6.060 0.12
H -3.059 1.507 2.881 0.10
H 2.954 -1.783 -0.753 0.04
H 0.132 1.801 -5.482 0.12
H -1.298 -3.646 -0.385 0.03
H 1.250 -4.543 1.011 0.06
H -1.965 -1.697 2.287 0.06
H -0.624 2.088 -2.796 0.10
H -3.078 2.064 -2.888 0.07
H -1.429 2.432 -4.961 0.11
H 1.376 -2.272 -4.865 0.11
H 0.334 -3.397 2.086 0.03
H 0.609 3.778 2.083 0.04
H -4.676 1.504 -2.384 0.12
H 3.804 2.093 0.893 0.05
H 2.398 -0.653 -3.718 0.10
H 2.642 -3.526 -1.061 0.06
H 1.962 3.171 -1.649 0.02
H 1.108 0.578 -2.175 0.08
H -3.542 -2.711 -0.994 0.07
H -3.333 3.532 -0.147 0.11
H 1.975 -1.241 7.982 0.12
H 1.163 2.274 2.873 0.01
H 1.843 0.561 -4.869 0.12
H -1.576 0.532 2.897 0.06
H -0.824 -2.728 -1.849 -0.02
H 0.506 -1.738 6.035 0.12